[1]
Below is the molecule C4H7NO at a distorted geometry, with properties calculated with wB97M-V/def2-TZVPD.

Atoms and positions in Å:
C  -1.594  0.068  0.072
H  -0.408  -1.756  0.445
N  1.819  0.296  0.317
H  -0.071  1.364  -0.664
C  -0.494  1.100  0.359
O  2.554  -0.565  -0.503
C  0.576  0.074  0.231
H  -2.201  -0.258  0.927
C  -0.453  -0.937  -0.271
H  -0.576  1.840  1.168
H  -2.287  0.368  -0.722
H  -0.410  -1.314  -1.294
H  3.461  -0.362  -0.248

Lowest unoccupied orbital energy ... 1.1058 eV
Energy relative to the best compared isomer or geometry (same formula, charge and spin) ... 4.065 eV
E_HOMO ... -0.3301 Ha
DFT total energy ... -286.4823 hartree
SMILES ... ON=C1CCC1

Here are the natural (NBO) charges for atoms 1 to 2, given in e: number 1, C, carries -0.400; number 2, H, carries 0.235

---

[2]
Below is a structure of composition C32H28F6N6O5P2S2SeV, with properties calculated with wB97M-V/def2-TZVPD.

Atoms and positions in Å:
N  -2.278  1.473  -1.518
H  0.203  3.595  4.279
H  3.470  -2.732  -4.547
C  -4.631  -3.107  0.594
P  0.920  -0.453  1.592
C  2.648  -2.826  -3.849
N  -2.402  -1.518  -2.268
C  3.182  2.732  2.913
O  -4.106  -0.555  4.801
C  -0.957  4.137  0.656
H  1.967  -0.922  4.272
H  0.019  3.690  0.838
C  0.813  1.020  -2.366
H  2.634  -0.740  -3.362
C  2.397  -1.678  3.624
N  -3.847  -1.842  2.702
C  -2.331  -1.739  -3.413
V  -1.916  -0.434  -0.545
O  -3.847  -0.570  0.483
H  1.684  2.201  -0.800
Se  -2.128  -1.947  -5.170
H  3.560  0.940  1.807
F  -4.343  -4.262  1.180
C  3.507  -3.618  1.984
O  -1.349  1.459  0.510
N  1.532  -0.254  -0.006
C  2.681  -2.641  1.443
C  2.813  1.534  2.323
C  0.510  2.141  -4.479
H  1.172  4.183  -4.566
H  4.420  -4.389  3.764
O  -2.146  -2.195  0.807
H  -0.465  1.480  3.167
N  -1.589  3.494  -0.494
H  3.423  -2.658  5.226
H  0.184  2.116  -5.512
H  -2.814  4.104  -3.549
H  -1.569  3.990  1.545
C  1.497  1.080  2.408
F  -2.449  -2.914  5.160
C  1.357  2.186  -1.835
S  -3.181  -0.825  3.753
C  3.218  -2.655  4.163
C  3.778  -3.627  3.343
H  0.528  -5.144  -2.581
H  1.925  4.220  -2.209
C  1.065  3.300  -3.948
C  0.379  1.006  -3.694
C  1.485  3.322  -2.626
F  -1.193  -1.162  5.395
H  2.531  -0.200  -0.174
H  3.935  -4.375  1.339
C  2.179  -1.706  -3.180
H  2.415  -4.933  -4.164
S  -3.495  -1.792  1.211
H  2.530  4.407  4.086
C  -1.731  2.132  -0.464
H  -3.107  0.413  -3.603
C  1.114  -1.819  -2.288
H  4.205  3.078  2.841
F  -5.888  -2.775  0.853
F  -4.467  -3.224  -0.716
C  2.125  -1.656  2.255
C  -1.982  4.173  -1.604
H  -0.060  0.107  -4.118
H  -1.836  5.244  -1.574
C  -2.513  3.549  -2.675
H  -3.315  1.863  -4.518
H  -0.852  5.198  0.446
C  0.998  -4.183  -2.742
P  0.488  -0.426  -1.312
N  -3.128  1.424  -3.635
C  2.056  -4.062  -3.631
C  0.933  3.024  3.720
H  -0.312  -3.154  -1.390
C  -1.887  -1.893  4.521
C  2.239  3.477  3.614
C  0.527  -3.064  -2.072
F  -1.050  -2.363  3.601
H  2.465  -2.654  0.380
C  0.559  1.831  3.109
O  -2.463  0.236  3.109
C  -2.641  2.124  -2.615

Lowest unoccupied orbital energy (alpha / beta) ... -0.1625 / -0.2973 eV
Energy relative to the best compared isomer or geometry (same formula, charge and spin) ... 0.000 eV
E_HOMO (alpha / beta) ... -0.2768 / -0.2908 Ha
Multiplicity ... 4
DFT total energy ... -7364.8519 hartree

Here are the Löwdin charges for atoms 1 to 2, given in e: number 1, N, carries 0.114; number 2, H, carries 0.106